Entry 1:
ORCA calculation (the ωB97M-V functional and the def2-TZVPD basis) on a molecular structure, C8H18NS2.

Geometry as XYZ:
```
29
Properties=species:S:1:pos:R:3:forces:R:3
H 0.6075 -0.3963 -0.9341 -0.6 2.4 -0.1
C -1.4391 2.2183 -1.6987 -0.2 -0.4 -0.7
N 0.2341 -1.2245 0.7597 1.3 2.2 0.6
C 1.4604 -1.0969 2.9460 -0.6 0.3 -0.2
H 1.6406 3.6927 -1.7224 0.2 -0.6 0.5
C 0.2999 0.4280 -0.1781 0.2 -5.0 -4.5
H -1.6241 -1.4930 -0.1346 0.0 -0.4 0.1
H 0.1708 -2.8650 -1.4346 -0.1 0.0 0.1
H 2.2574 -0.5025 2.4947 0.1 -0.1 0.2
S -1.3322 0.9368 -0.2997 -2.3 0.9 -0.2
H -0.1599 0.2244 2.1980 0.3 -1.0 0.5
C -0.8777 -2.1460 0.3348 0.4 0.6 -0.4
H 1.1141 2.2847 -2.6759 0.0 0.2 0.8
C 0.9378 2.8495 -1.7295 -0.3 -0.6 -0.9
H -0.6328 4.0720 -0.9035 0.0 -0.1 0.1
C -0.4816 3.3809 -1.7344 0.5 -0.5 1.4
H -0.6677 -1.4850 2.5957 0.7 0.8 0.1
S 1.4175 1.7557 -0.2454 2.3 1.5 1.1
H 1.7466 -2.1555 3.0027 -0.1 0.3 -0.2
H -1.2769 -2.5459 1.2684 -0.1 0.0 -0.3
H -2.4586 2.5903 -1.5860 0.0 -0.4 0.1
H 1.1822 -1.5770 0.4963 -1.0 0.1 0.4
C -0.4052 -3.2434 -0.5833 -0.1 -0.5 -0.2
C 0.1562 -0.8511 2.1858 -0.7 -0.1 1.1
H -1.3051 -3.7338 -0.9731 0.3 0.0 -0.1
H -1.3635 1.7138 -2.6897 -0.2 -0.2 0.9
H 1.2682 -0.7512 3.9606 0.3 0.0 0.1
H -0.6472 3.9478 -2.6462 0.0 0.0 -0.3
H 0.1782 -4.0278 -0.0737 -0.1 0.4 -0.1
```
Forces are in eV/Å.

Values from the calculation:
M, g/mol: 192.37
Energy above the lowest of the compared OMol25 structures with the same formula, charge and spin, eV: 2.662
Charge: +1
DFT total energy, hartree: -1166.393606

Here are the Löwdin charges for atoms 1 to 4, given in e: 0.0823, -0.3913, -0.0901, -0.0505



Entry 2:
ORCA calculation (the ωB97M-V functional and the def2-TZVPD basis) on C3H4INO in the gas phase.

Geometry as XYZ:
```
10
Properties=species:S:1:pos:R:3:forces:R:3
H -0.1159 -1.8355 -0.2262 -0.3 -1.5 1.0
C -0.2980 1.6833 1.1188 1.4 0.4 0.3
C 0.4520 -0.0665 -0.4854 -4.5 1.7 1.4
I 0.1546 0.7504 3.1590 -0.3 0.5 -0.6
C -0.1732 -1.2214 -1.0860 -0.6 -1.4 -2.0
H 0.5988 -1.7137 -1.7854 -1.9 0.7 0.4
O -0.4727 2.8556 0.9772 -0.2 -1.1 0.3
N -0.2588 0.6717 0.2662 -0.3 -0.1 -0.6
H 1.4398 0.0387 -0.6035 3.9 0.7 -0.2
H -1.3266 -1.1625 -1.3346 2.7 0.1 0.0
```
Forces are in eV/Å.

Values from the calculation:
M, g/mol: 196.97
Energy above the lowest of the compared OMol25 structures with the same formula, charge and spin, eV: 0.895
DFT total energy, hartree: -544.350009

Here are the Löwdin charges for atoms 1 to 4, given in e: 0.0663, -0.8297, -0.1821, 0.5821



Entry 3:
ORCA calculation (the ωB97M-V functional and the def2-TZVPD basis) on 3 unconnected molecules or ions with the total composition C3H11NO2.

Geometry as XYZ:
```
17
Properties=species:S:1:pos:R:3:forces:R:3
N -0.8374 -1.1539 -0.3108 0.2 -1.3 0.0
H 0.1786 -0.5785 -2.0228 -0.1 0.0 -0.1
O 1.6676 -0.9122 1.1365 -0.1 1.1 -0.1
H -1.5548 -0.9083 -2.2597 0.1 0.0 -0.1
H 0.0133 -1.4654 0.1789 -0.5 0.1 -0.4
C -0.7909 1.3719 1.1353 -1.2 -1.8 -0.7
H -0.4030 -2.2505 -2.1005 0.0 0.1 -0.1
H 1.9893 1.0460 1.5776 -0.5 0.0 -0.2
H -1.5808 -1.7786 -0.0124 0.0 0.1 -0.1
O 1.8846 0.6314 -0.4519 -0.3 -0.2 0.3
H -0.8302 0.3092 0.4816 0.8 2.9 1.3
H 1.8441 1.5903 -0.5505 0.0 0.0 0.2
H -1.8604 1.5817 1.1547 -0.2 0.3 0.2
C -0.6451 -1.2384 -1.7581 0.0 -0.1 0.2
C 1.7637 0.2540 0.8425 1.4 -0.9 -0.1
H -0.5071 1.2080 2.1722 0.2 -0.1 0.1
H -0.3313 2.2932 0.7872 0.3 -0.2 -0.4
```
Forces are in eV/Å.

Values from the calculation:
M, g/mol: 93.13
Energy above the lowest of the compared OMol25 structures with the same formula, charge and spin, eV: 1.171
DFT total energy, hartree: -326.088440

Here are the Löwdin charges for atoms 1 to 4, given in e: -0.0945, 0.0586, 0.0488, 0.0710



Entry 4:
ORCA calculation (the ωB97M-V functional and the def2-TZVPD basis) on a molecular structure, C30H41ClCoN3O4.

Geometry as XYZ:
```
80
Properties=species:S:1:pos:R:3:forces:R:3
N -3.9335 1.5024 0.0812 -0.4 0.0 -0.1
H 4.4824 -1.4903 1.3028 0.0 0.1 0.0
C -1.9442 0.9514 -3.1261 -0.3 0.9 -0.8
C 3.6744 -0.8872 0.8977 0.3 -0.3 -0.4
H 4.1462 -1.3798 -1.1211 -0.1 0.2 0.0
C 0.7623 1.0242 2.2040 -0.3 0.3 0.5
H -5.0644 2.7585 -1.1678 0.2 0.0 0.2
C 2.4564 0.0219 -0.9715 0.4 -0.6 0.4
O -1.3886 -0.8527 1.6036 -0.3 -1.3 -0.2
H 2.6550 6.6273 1.5183 0.1 -0.3 0.2
C -4.4002 2.8385 -0.2929 -0.1 -0.1 0.2
C 0.8570 0.5814 -4.7727 -0.1 -0.1 -0.4
C 1.0696 1.1053 3.5460 -0.3 -0.2 -0.4
H -2.0280 0.4152 -4.1035 0.0 0.3 0.7
C -0.6053 -4.3773 1.4518 -0.2 0.3 0.1
H 2.1126 4.2090 -0.1594 -0.1 -0.3 0.1
C 0.3352 0.2315 -3.4271 0.2 -0.1 -0.3
H 0.4341 -0.8001 -3.0862 0.6 0.0 0.2
H 0.9063 -0.3033 -5.4189 0.1 0.1 0.1
O -2.8352 -2.3206 -1.2765 0.9 -1.3 -2.1
H -2.5919 -2.6961 -3.2614 -0.3 -0.6 0.4
O 0.3938 3.3110 0.5550 1.4 1.7 0.2
H 0.3972 -4.6814 1.1294 -0.2 0.1 0.0
C 3.0869 -0.1703 3.1801 -0.2 0.2 0.7
H 1.8465 1.0448 -4.7333 0.0 -0.1 0.1
H -5.3813 0.7447 1.4470 0.2 0.0 -0.3
H 1.0205 5.4309 3.6099 -0.2 -0.1 0.0
C 2.2355 0.4949 4.0444 0.5 -0.2 -0.1
H -2.5582 0.4091 -2.3759 0.3 0.3 -0.4
H 0.8392 -6.1102 -3.3985 -0.1 0.4 0.0
H 1.2789 -2.3756 2.6004 -0.3 0.0 0.1
H 0.1939 1.3259 -5.2261 0.1 0.0 0.0
C 3.4885 -0.8148 -0.4595 0.0 0.3 0.1
C -0.5457 -4.5039 -2.9598 -0.1 0.2 -0.1
C 1.6634 0.4784 1.2679 1.3 -1.1 0.3
H -5.7417 0.4462 -0.2728 0.3 0.0 0.1
C 0.1561 -2.9049 -1.2749 -0.3 -0.2 0.0
C -0.4811 1.0574 -2.7033 -2.0 -2.9 -1.5
C 2.8329 5.6083 1.9017 -0.3 -0.1 -0.4
C 2.8352 -0.1887 1.7874 -0.8 0.4 0.2
H -0.9264 -5.0501 2.2563 0.0 0.2 0.0
C -2.6511 1.1725 -0.0189 1.4 0.8 -0.6
Cl 1.3679 2.9546 -2.2983 1.0 1.5 -1.2
H 2.4457 0.5408 5.1152 0.0 -0.1 -0.3
H -0.1967 1.3857 1.8513 0.3 0.1 0.0
H 0.3866 1.6136 4.2243 0.1 -0.2 -0.1
C 0.2629 -2.5881 2.9690 0.4 -0.1 0.0
C 1.6102 -4.7590 -1.9063 -0.6 0.1 -0.1
H -2.4021 1.9414 -3.3080 0.0 -0.3 0.3
C -0.8529 -3.4178 -2.1287 0.7 -0.2 0.2
Co 0.0258 1.8010 -1.1038 1.3 0.1 3.0
C -4.9324 0.4987 0.4703 0.2 0.1 -0.1
H 3.9656 -0.6908 3.5720 -0.2 0.2 -0.1
C 0.6519 -5.1995 -2.8255 0.1 0.0 0.2
H 2.5090 -5.3653 -1.7676 -0.2 0.4 0.0
H 0.3214 3.8498 3.1432 0.1 0.3 -0.2
C 1.3840 4.0714 0.6556 -1.0 -1.2 0.0
O -1.7358 2.0270 -0.2285 -2.1 -1.1 0.3
C 1.5131 0.5591 -0.1397 -1.5 1.1 -0.7
H -4.4367 -0.4782 0.5296 -0.2 0.3 0.0
N 1.6424 4.7702 1.7708 -0.1 0.1 -0.1
C 0.6133 4.8451 2.7848 -0.2 0.0 0.3
H -1.2923 -4.4921 0.6097 0.1 0.0 0.1
H 2.4258 0.2642 -2.0307 0.0 -0.3 0.0
C -2.2228 -2.8479 -2.2188 -0.1 2.3 1.1
H 3.1097 5.6738 2.9622 0.1 -0.1 -0.4
H -0.0345 -1.9919 -0.6905 0.3 -0.5 -0.4
H -4.9747 3.2782 0.5345 0.2 0.0 -0.2
H -3.5410 3.4740 -0.5352 -0.3 -0.3 0.1
H -2.4035 0.1024 0.0651 -0.2 0.5 0.2
C 1.3821 -3.5796 -1.1775 0.0 -0.2 -0.1
H 0.3173 -3.4151 3.6848 0.0 0.2 0.0
H -0.1250 -1.6863 3.4539 0.1 -0.2 -0.2
C -1.4129 -2.0563 1.3072 0.0 0.4 0.4
H -0.2804 5.3496 2.3908 0.2 -0.1 0.1
N -0.6167 -2.9838 1.8822 -0.2 0.0 0.1
H -2.0974 -2.4639 0.5333 0.4 0.2 0.5
H 3.6286 5.1330 1.3152 0.0 0.3 0.3
H 2.1684 -3.2275 -0.5040 -0.4 0.1 -0.2
H -1.2570 -4.7741 -3.7387 0.0 -0.2 0.3
```
Forces are in eV/Å.

Values from the calculation:
M, g/mol: 602.06
Spin multiplicity: 5
DFT total energy, hartree: -3475.769054

Here are the Löwdin charges for atoms 1 to 4, given in e: -0.1570, 0.1018, -0.0842, -0.0789



Entry 5:
ORCA calculation (the ωB97M-V functional and the def2-TZVPD basis) on C2H7N3O2 in the gas phase.

Geometry as XYZ:
```
14
Properties=species:S:1:pos:R:3:forces:R:3
N 3.0041 0.4974 -0.2026 0.0 -0.3 -0.1
O 0.5333 0.3795 -1.4243 -0.1 -0.1 0.3
C -2.6764 0.0682 0.1007 0.2 0.0 -0.2
H 1.9391 -0.3643 1.3065 -0.2 0.2 -0.1
H -2.8683 0.2332 1.1634 0.0 0.0 -0.1
C 0.6618 -0.0342 -0.2927 1.0 0.0 -0.6
H -0.6461 -1.3245 0.8965 3.1 2.2 1.0
H 3.4432 -0.0867 -0.9122 -0.1 0.1 0.1
H 2.6627 1.3260 -0.6872 0.0 -0.1 0.1
H -3.5299 -0.4003 -0.3861 0.0 0.0 0.1
N 1.8921 -0.2085 0.3107 -0.1 0.2 -0.2
N -0.3711 -0.2716 0.6023 -2.6 -3.8 1.2
H -2.4589 1.0183 -0.3896 0.0 0.0 0.0
O -1.5855 -0.8326 -0.0853 -1.1 1.6 -1.6
```
Forces are in eV/Å.

Values from the calculation:
M, g/mol: 105.10
Energy above the lowest of the compared OMol25 structures with the same formula, charge and spin, eV: 5.033
DFT total energy, hartree: -395.020025

Here are the Löwdin charges for atoms 1 to 4, given in e: 0.0241, 0.0755, -0.0893, 0.1270



Entry 6:
ORCA calculation (the ωB97M-V functional and the def2-TZVPD basis) on C3H6N4 in the gas phase.

Geometry as XYZ:
```
13
Properties=species:S:1:pos:R:3:forces:R:3
N 2.2214 -0.2962 0.0702 1.6 0.9 -0.6
N 3.1867 0.2013 -0.1911 0.7 0.3 0.0
C -1.1609 -1.1202 -0.2288 0.2 0.2 0.1
H -0.8149 -1.9737 -0.8022 0.0 -0.1 -0.1
N 1.2190 -0.8823 0.3395 -1.5 -2.3 1.1
C -0.2111 1.1306 0.6819 0.0 -0.1 0.3
H -1.6011 -1.4751 0.7013 0.0 -0.1 0.0
H -1.9272 -0.5958 -0.7981 0.0 0.0 0.0
N 0.2394 1.0139 -0.6947 -0.3 0.3 -0.7
C -0.0014 -0.2004 0.0542 -0.4 1.0 -0.2
H 0.5382 1.5194 1.3614 0.0 0.0 0.1
H -0.4645 1.2382 -1.3886 -0.1 -0.1 0.1
H -1.2237 1.4403 0.8950 -0.2 0.0 0.0
```
Forces are in eV/Å.

Values from the calculation:
M, g/mol: 98.11
Energy above the lowest of the compared OMol25 structures with the same formula, charge and spin, eV: 3.118
DFT total energy, hartree: -336.834657

Here are the Löwdin charges for atoms 1 to 4, given in e: -0.2416, 0.2199, -0.0155, 0.0761



Among the records above, which one has the highest DFT total energy? C3H11NO2